Density functional theory data (wB97M-V/def2-TZVPD) for a structure of composition C30H46Cl2N3O6SbSi3V in a non-equilibrium geometry.

The HOMO-LUMO gap (spin up / spin down) comes out at 6.0 / 6.4 eV. Its energy above the lowest of the compared OMol25 structures with the same formula, charge and spin is 1.250 eV. Its total charge is 0. The multiplicity is 2.

XYZ file:
```
92
C30H46Cl2N3O6SbSi3V, DFT wB97M-V/def2-TZVPD
V -0.043 -0.530 -0.216
C 0.844 2.907 -2.327
C 0.309 1.512 -2.297
O 0.424 0.915 -1.138
C -0.259 0.843 -3.334
C -0.786 -0.471 -3.193
C -1.402 -1.104 -4.404
N -0.759 -1.121 -2.049
N -1.421 -2.353 -2.103
C -1.509 -2.828 -0.904
O -0.980 -2.239 0.124
C -2.263 -4.080 -0.656
C -2.626 -4.419 0.643
C -3.336 -5.585 0.882
C -3.680 -6.419 -0.171
C -3.322 -6.081 -1.470
C -2.622 -4.911 -1.715
H 0.140 3.572 -1.823
H 0.994 3.254 -3.347
H 1.781 2.950 -1.772
H -0.336 1.318 -4.301
H -1.338 -0.436 -5.259
H -2.442 -1.363 -4.207
H -0.895 -2.043 -4.631
H -2.348 -3.765 1.459
H -3.615 -5.845 1.895
H -4.230 -7.332 0.016
H -3.591 -6.730 -2.293
H -2.342 -4.635 -2.722
Cl 5.399 5.991 1.444
C 4.508 4.508 1.249
C 5.204 3.303 1.111
C 4.514 2.135 0.950
Cl 5.432 0.646 0.876
C 3.074 2.038 0.882
O 2.478 0.951 0.696
C 2.410 3.308 1.094
C 0.966 3.464 1.182
O 0.085 2.629 1.070
C 3.139 4.498 1.263
H 6.285 3.290 1.142
H 0.677 4.507 1.438
H 2.599 5.425 1.414
N -2.065 0.674 0.434
C -2.363 0.283 1.815
C -1.192 -0.529 2.350
O -1.215 -1.246 3.312
O -0.115 -0.332 1.593
H -1.498 1.524 0.471
H -2.922 0.902 -0.055
H -3.257 -0.339 1.851
H -2.514 1.136 2.482
C 1.314 -4.828 -2.030
Si 1.952 -4.412 -0.309
C 3.647 -5.208 -0.128
C 0.767 -5.151 0.956
Sb 2.254 -1.868 0.077
Si 3.670 -1.259 -1.977
C 2.702 -1.954 -3.451
C 5.376 -2.042 -1.849
C 3.794 0.584 -2.276
Si 3.093 -1.791 2.519
C 1.966 -2.987 3.431
C 4.867 -2.435 2.552
C 2.924 -0.117 3.335
H 1.240 -5.921 -2.062
H 1.990 -4.519 -2.827
H 0.325 -4.423 -2.241
H 3.541 -6.296 -0.162
H 4.136 -4.951 0.813
H 4.315 -4.913 -0.940
H 0.150 -5.906 0.462
H 0.101 -4.415 1.399
H 1.316 -5.644 1.761
H 3.192 -2.833 -3.876
H 2.661 -1.189 -4.229
H 1.674 -2.232 -3.212
H 5.361 -3.090 -2.156
H 5.782 -1.989 -0.840
H 6.066 -1.510 -2.510
H 2.810 1.044 -2.289
H 4.238 0.708 -3.270
H 4.410 1.113 -1.552
H 2.156 -4.028 3.168
H 0.909 -2.764 3.278
H 2.169 -2.873 4.500
H 4.895 -3.525 2.581
H 5.355 -2.067 3.459
H 5.461 -2.095 1.706
H 1.937 0.312 3.169
H 3.678 0.599 3.014
H 3.055 -0.303 4.407
```

Löwdin population analysis, charges in e, atoms 1 to 6:
1. V 0.859
2. C 0.013
3. C -0.383
4. O -0.188
5. C 0.012
6. C -0.287